Density functional theory data (the ωB97M-V functional and the def2-TZVPD basis) for a cluster of 2 separate species, C8H10F3NOS in total at a distorted geometry.

Computed properties:
Energy above the lowest of the compared OMol25 structures with the same formula, charge and spin in eV: 0.408
Structure (SMILES): O/C(=C1/CC=CS1)C(F)(F)F.C=CN
Kohn-Sham gap in eV: 8.6

Last columns: bonded neighbours and bond lengths (Å).
CARTESIAN COORDINATES (ANGSTROEM)
1 O -0.523 -0.291 1.704  C2 1.368, H12 1.001
2 C -1.089 -0.708 0.530  O1 1.368, C3 1.351, C8 1.554
3 C -2.148 -0.066 -0.009  C2 1.351, C4 1.473, S7 1.835
4 C -3.066 -0.513 -1.071  C3 1.473, C5 1.488, H13 1.164, H14 1.046
5 C -4.425 -0.148 -0.586  C4 1.488, C6 1.312, H15 1.144
6 C -4.515 0.708 0.405  C5 1.312, S7 1.794, H16 1.097
7 S -2.912 1.292 0.961  C3 1.835, C6 1.794
8 C -0.572 -2.041 -0.079  C2 1.554, F9 1.399, F10 1.308, F11 1.329
9 F -1.364 -3.115 0.339  C8 1.399
10 F 0.648 -2.342 0.286  C8 1.308
11 F -0.619 -1.996 -1.407  C8 1.329
12 H 0.179 -0.798 2.206  O1 1.001
13 H -2.789 -0.078 -2.115  C4 1.164
14 H -2.997 -1.553 -1.150  C4 1.046
15 H -5.369 -0.607 -1.040  C5 1.144
16 H -5.368 1.103 0.969  C6 1.097
17 C 4.392 -0.237 0.774  C18 1.335, H20 1.082, H21 1.119
18 C 3.249 -0.047 0.110  C17 1.335, N19 1.472, H22 1.086
19 N 2.173 0.739 0.737  C18 1.472, H23 0.993, H24 1.029
20 H 4.654 0.139 1.753  C17 1.082
21 H 4.979 -1.075 0.321  C17 1.119
22 H 3.072 -0.599 -0.808  C18 1.086
23 H 1.843 1.470 0.152  N19 0.993
24 H 2.370 0.929 1.729  N19 1.029